# 1
{"formula": "C6H12N2O5PrS3", "method": "ωB97M-V/def2-TZVPD", "homo_lumo_gap_ev": [9.5748, 9.5704], "multiplicity": 3, "lumo_energy_ev": [-3.592, -3.604], "total_charge": 1, "homo_energy_ha": [-0.4839, -0.4841], "e_above_lowest_kj_mol": 0.00, "energy_ev": -66198.99761, "elements": ["Pr", "C", "C", "S", "C", "C", "S", "C", "C", "S", "H", "H", "H", "H", "H", "H", "H", "H", "H", "H", "H", "H", "O", "N", "O", "O", "N", "O", "O"], "coordinates": [[-1.300, -1.210, -1.251], [-1.105, 1.177, 1.705], [-0.405, 2.168, 0.782], [-0.563, 1.805, -0.970], [1.127, 1.953, -1.546], [2.157, 1.010, -0.927], [1.723, -0.723, -1.035], [1.919, -1.293, 0.662], [1.142, -0.547, 1.747], [-0.643, -0.551, 1.547], [-2.181, 1.178, 1.533], [-0.968, 1.491, 2.740], [0.657, 2.243, 1.012], [-0.822, 3.158, 0.972], [1.457, 2.983, -1.409], [1.066, 1.808, -2.626], [2.330, 1.254, 0.120], [3.114, 1.152, -1.430], [2.980, -1.273, 0.912], [1.644, -2.348, 0.638], [1.474, 0.486, 1.835], [1.366, -1.011, 2.708], [-4.346, 0.519, -0.803], [-3.349, -0.063, -0.946], [-2.989, -0.427, -2.206], [-1.565, -4.966, -0.958], [-1.382, -3.817, -0.932], [-2.027, -2.973, -0.144], [-0.508, -3.184, -1.731]], "forces_ev_per_a": [[2.322, 2.919, 0.378], [-0.054, 0.371, 0.029], [0.050, 0.142, 0.420], [-0.356, -0.063, -0.230], [0.439, 0.075, -0.159], [0.092, 0.493, 0.029], [-0.086, -0.397, -0.305], [0.009, -0.065, 0.401], [0.494, -0.035, 0.109], [-0.299, -0.266, 0.129], [-0.056, -0.006, -0.062], [0.069, -0.025, 0.014], [-0.001, -0.033, 0.039], [-0.044, 0.004, -0.039], [-0.004, 0.013, 0.037], [-0.017, -0.070, -0.007], [-0.022, 0.010, -0.005], [-0.016, 0.027, -0.055], [0.027, 0.043, -0.002], [-0.075, -0.010, -0.031], [0.000, 0.003, -0.042], [0.023, -0.055, -0.015], [-0.693, 0.420, 0.036], [0.080, -0.229, -0.541], [-2.076, 1.010, -0.486], [0.017, -0.294, 0.075], [0.386, 1.480, -0.172], [0.182, -2.429, -0.131], [-0.392, -3.030, 0.586]], "mulliken_charge": [1.06, -0.74, -0.71, -0.08, -0.83, -0.61, -0.11, -0.76, -0.67, -0.02, 0.40, 0.49, 0.39, 0.50, 0.44, 0.43, 0.35, 0.48, 0.50, 0.39, 0.37, 0.49, -0.41, 0.40, -0.40, -0.45, 1.10, -0.50, -0.52]}

# 2
{"formula": "C6H9N2O2", "method": "ωB97M-V/def2-TZVPD", "homo_lumo_gap_ev": 6.9076, "multiplicity": 1, "lumo_energy_ev": 3.648, "total_charge": -1, "homo_energy_ha": -0.1198, "e_above_lowest_kj_mol": 156.59, "energy_ev": -13444.14038, "elements": ["C", "C", "C", "C", "N", "N", "H", "H", "H", "H", "H", "H", "C", "C", "O", "O", "H", "H", "H"], "coordinates": [[-2.417, 0.145, 2.131], [-0.486, 1.646, -0.461], [-1.322, 0.660, 1.215], [0.009, 0.856, 1.450], [-1.656, 1.104, -0.043], [0.562, 1.462, 0.340], [-0.513, 2.177, -1.402], [1.820, 0.437, -0.895], [0.657, 0.609, 2.281], [-2.288, 0.573, 3.135], [-2.422, -0.933, 2.055], [-3.342, 0.664, 1.900], [1.824, -1.800, -1.259], [1.359, -0.728, -2.230], [1.527, 0.512, -1.790], [0.989, -1.013, -3.336], [1.220, -1.880, -0.351], [2.861, -1.756, -0.956], [1.618, -2.734, -1.786]], "forces_ev_per_a": [[0.891, 1.364, -0.022], [-1.309, -0.685, -0.168], [-1.450, -0.225, 0.089], [0.735, 0.134, -0.486], [0.875, 0.883, 0.854], [0.144, 0.604, 0.585], [0.614, -0.104, -0.128], [-0.149, 0.908, 1.684], [-0.266, -0.060, 0.171], [0.553, -0.881, 0.209], [-0.674, -0.295, 0.526], [-0.394, -0.614, -0.782], [-1.104, -1.202, -0.082], [1.111, -0.132, 0.487], [0.208, -0.743, -2.442], [-0.421, 0.262, -0.400], [-0.047, 0.564, 0.002], [0.284, 0.294, -0.164], [0.400, -0.073, 0.065]], "mulliken_charge": [-1.01, -0.18, 0.69, -0.60, -0.73, -0.71, 0.44, 0.32, 0.38, 0.27, 0.23, 0.30, -1.02, 0.73, -0.43, -0.61, 0.31, 0.32, 0.30]}

# 3
{"formula": "C4H10O", "method": "ωB97M-V/def2-TZVPD", "homo_lumo_gap_ev": 10.5146, "multiplicity": 1, "lumo_energy_ev": 1.127, "homo_energy_ha": -0.3450, "e_above_lowest_kj_mol": 103.92, "energy_ev": -6356.72585, "elements": ["C", "C", "O", "C", "C", "H", "H", "H", "H", "H", "H", "H", "H", "H", "H"], "coordinates": [[2.029, 0.432, 0.465], [1.082, -0.323, -0.461], [0.227, -1.164, 0.278], [-1.183, -0.969, 0.359], [-1.789, 0.338, -0.173], [2.566, 1.210, -0.089], [2.769, -0.242, 0.906], [1.468, 0.907, 1.278], [0.528, 0.395, -1.070], [1.653, -0.944, -1.164], [-1.430, -1.056, 1.424], [-1.659, -1.825, -0.135], [-2.026, 1.028, 0.643], [-2.714, 0.139, -0.723], [-1.134, 0.871, -0.865]], "forces_ev_per_a": [[0.024, 0.024, 0.004], [0.141, 0.209, -0.157], [0.086, -0.060, 0.139], [-0.284, -0.028, 0.047], [-0.027, 0.154, 0.024], [-0.047, -0.110, 0.069], [-0.134, 0.054, 0.002], [0.084, -0.048, -0.167], [0.109, -0.107, 0.022], [-0.090, 0.033, 0.143], [0.043, -0.035, -0.161], [0.101, 0.118, -0.076], [0.090, -0.078, -0.140], [0.108, -0.027, 0.163], [-0.202, -0.099, 0.089]], "mulliken_charge": [-1.03, -0.16, -0.40, -0.23, -0.92, 0.35, 0.28, 0.27, 0.19, 0.28, 0.27, 0.26, 0.25, 0.30, 0.30]}